1.
Formula: C21H36N6O5PRe
Source: OMol25
Level of theory: ωB97M-V/def2-TZVPD

Computed properties:
<S²> = 0.755
ΔE to the lowest compared entry with this formula, charge and spin = 8.0 kcal per mole
HOMO energy (alpha / beta) = -16.98 / -16.96 eV
Net charge = +3
E_tot = -52932.617 eV
Spin multiplicity = 2

Last column: Mulliken charge in e.
Geometry (Å):
Re (-0.62, 0.19, -0.04)  2.435
P (0.58, -1.91, -0.57)  1.078
O (1.29, 0.62, 0.34)  -0.361
O (1.99, -2.09, 0.10)  -0.152
O (-0.25, -3.10, 0.02)  -0.343
O (0.78, -2.06, -2.14)  -0.361
O (-0.27, -0.51, 1.83)  -0.868
N (0.93, -0.17, 2.29)  1.393
N (-2.30, -1.17, -0.26)  -0.473
N (-2.42, 1.43, -0.57)  -0.417
N (-0.84, 0.24, -2.21)  -0.616
N (-0.66, 2.06, 1.27)  -0.078
N (1.73, 0.47, 1.58)  -0.753
C (-1.36, 2.10, 2.41)  0.142
C (3.26, -1.58, -0.39)  -0.735
C (0.60, -1.17, 5.82)  -0.898
C (-1.98, -0.60, -2.70)  -0.718
C (-0.59, 5.53, 3.80)  -1.493
C (2.94, -1.14, 5.23)  -0.818
C (0.25, -0.79, 4.54)  -0.084
C (-1.01, 1.67, -2.59)  -0.702
C (-2.43, -1.64, -1.68)  -0.804
C (1.28, -0.59, 3.63)  0.422
C (-2.22, 2.22, -1.83)  -0.821
C (-1.37, 3.20, 3.24)  -1.098
C (0.10, 4.28, 1.72)  -1.003
C (0.25, -4.45, 0.35)  -0.772
C (-0.63, 4.33, 2.91)  1.009
C (0.06, 3.15, 0.94)  -0.357
C (1.43, -3.21, -2.77)  -0.778
C (-3.54, -0.55, 0.28)  -1.036
C (-3.75, 0.72, -0.49)  -0.566
C (1.93, -1.35, 6.17)  -0.507
C (2.62, -0.76, 3.94)  -0.320
H (-3.39, -0.37, 1.34)  0.324
H (-3.13, 2.17, -2.43)  0.490
H (0.65, 3.09, 0.03)  0.444
H (3.97, -2.40, -0.33)  0.377
H (3.57, -0.76, 0.25)  0.201
H (-1.82, -2.54, -1.77)  0.228
H (2.19, -3.63, -2.11)  0.363
H (-2.80, 0.06, -2.98)  0.422
H (2.19, -1.65, 7.17)  0.438
H (-1.68, -1.11, -3.61)  0.644
H (3.97, -1.28, 5.50)  0.435
H (0.29, 5.47, 4.45)  0.314
H (-4.10, 0.52, -1.50)  0.382
H (-1.47, 5.59, 4.44)  0.404
H (-0.30, -4.76, 1.23)  0.316
H (0.70, 5.12, 1.40)  0.488
H (-2.07, 3.27, -1.59)  0.464
H (-0.78, -0.65, 4.26)  0.387
H (-0.09, 2.19, -2.31)  0.400
H (-2.44, 2.11, 0.18)  0.447
H (-0.50, 6.45, 3.22)  0.422
H (-1.93, 1.21, 2.67)  0.313
H (1.31, -4.41, 0.55)  0.313
H (-1.96, 3.17, 4.15)  0.476
H (-4.39, -1.24, 0.17)  0.528
H (0.02, -5.11, -0.49)  0.289
H (3.39, -0.60, 3.20)  0.494
H (3.17, -1.24, -1.42)  0.359
H (-2.09, -2.00, 0.30)  0.323
H (0.01, -0.11, -2.65)  0.308
H (-0.18, -1.34, 6.56)  0.426
H (1.89, -2.84, -3.68)  0.316
H (0.67, -3.96, -3.00)  0.292
H (-4.48, 1.38, -0.02)  0.507
H (-3.46, -1.94, -1.87)  0.615
H (-1.14, 1.78, -3.67)  0.503

2.
Formula: C21H36P2PbSe
Source: OMol25
Level of theory: ωB97M-V/def2-TZVPD

Computed properties:
ΔE to the lowest compared entry with this formula, charge and spin = 75.7 kcal per mole
HOMO energy (alpha / beta) = -13.86 / -13.88 eV
Net charge = +2
E_tot = -111511.395 eV

Last column: Mulliken charge in e.
Geometry (Å):
Pb (-2.02, -1.07, 0.91)  0.975
Se (0.53, 0.81, 3.02)  0.241
P (0.25, 2.15, 0.63)  0.459
P (0.69, -1.89, 0.34)  0.303
C (-1.15, -1.94, 2.84)  -1.265
C (-0.01, 1.29, -3.36)  -0.037
C (-1.29, 2.69, -0.27)  -1.161
C (2.41, -2.45, -0.24)  -1.178
C (-1.02, 1.21, 6.87)  -0.643
C (-0.78, 1.31, 5.49)  -0.062
C (1.17, -0.88, -4.35)  -1.210
C (0.41, 0.85, 4.92)  0.098
C (0.33, -1.77, -3.48)  -0.381
C (1.16, 0.20, 7.16)  -0.661
C (-0.05, 0.64, 7.70)  -0.314
C (0.72, 0.65, -4.50)  -1.358
C (1.41, 3.58, 0.37)  -1.210
C (0.38, -0.52, -0.83)  -0.235
C (1.03, 0.82, -0.41)  -1.274
C (-1.79, -0.93, -4.46)  -0.931
C (-0.39, -3.25, -0.39)  -0.897
C (-2.22, 0.57, -4.15)  -1.335
C (-1.35, 1.33, -3.22)  -0.670
C (-1.00, -1.62, -3.41)  -0.112
C (1.39, 0.34, 5.79)  -0.167
H (-1.47, -2.96, -0.49)  0.225
H (3.12, -1.62, -0.10)  0.377
H (1.90, -0.22, 7.80)  0.425
H (-0.20, -2.51, 2.71)  0.321
H (1.98, 0.66, 0.11)  0.433
H (-0.02, -3.53, -1.39)  0.400
H (-0.59, -0.32, -1.23)  0.896
H (1.31, 1.31, -1.35)  0.735
H (-1.98, -2.66, 3.03)  0.484
H (-1.04, -1.37, 3.77)  0.325
H (-2.74, -1.51, -4.63)  0.475
H (0.12, 0.66, -5.43)  0.327
H (2.21, -0.89, -4.00)  0.319
H (2.72, -3.30, 0.38)  0.434
H (0.91, -0.87, -1.71)  -0.844
H (1.66, 1.23, -4.65)  0.387
H (2.45, 3.20, 0.45)  0.419
H (-1.95, 1.59, 7.27)  0.395
H (-1.58, -2.18, -2.67)  0.421
H (-3.26, 0.57, -3.81)  0.390
H (-1.54, 1.72, 4.81)  0.330
H (-1.08, 3.36, -1.12)  0.381
H (-1.22, -0.88, -5.40)  0.280
H (1.20, -1.33, -5.36)  0.471
H (-0.26, 0.52, 8.77)  0.383
H (-0.34, -4.12, 0.29)  0.372
H (-1.93, 3.27, 0.43)  0.514
H (0.62, 1.96, -2.80)  1.393
H (1.20, 4.30, 1.16)  0.432
H (2.35, 0.00, 5.40)  0.400
H (-1.87, 1.81, -0.61)  0.198
H (-2.22, 1.10, -5.13)  0.361
H (-1.81, 2.12, -2.64)  0.601
H (0.88, -2.55, -2.94)  0.802
H (1.26, 4.07, -0.60)  0.416
H (2.38, -2.77, -1.29)  0.350

3.
Formula: C21H36P2SnTe
Source: OMol25
Level of theory: ωB97M-V/def2-TZVPD

Computed properties:
ΔE to the lowest compared entry with this formula, charge and spin = 7.4 kcal per mole
HOMO energy (alpha / beta) = -11.83 / -11.83 eV
Net charge = +2
E_tot = -54044.125 eV

Last column: Mulliken charge in e.
Geometry (Å):
Te (3.12, 1.81, 1.87)  -0.015
Sn (1.16, 3.03, 0.32)  0.481
P (-2.92, -0.60, -1.75)  0.767
P (0.63, -2.42, -2.65)  0.647
C (1.53, -3.96, -2.47)  -1.480
C (-0.83, -2.50, 1.36)  -1.083
C (-2.02, -0.88, -0.18)  0.939
C (0.28, -0.08, -1.22)  -0.414
C (2.98, 5.25, 5.35)  -0.384
C (1.09, -1.45, -1.22)  0.548
C (-1.15, -2.70, -2.55)  -0.147
C (-3.38, 1.01, -2.40)  -1.312
C (3.50, 4.59, 3.08)  -0.377
C (0.02, 3.28, 2.23)  -1.292
C (1.09, -1.67, -4.20)  -1.143
C (-4.47, -1.49, -1.50)  -1.412
C (-2.05, -1.56, -3.05)  -1.178
C (2.84, 3.91, 5.73)  -0.439
C (-0.87, 0.17, -0.22)  -1.460
C (1.25, -2.19, 0.01)  -1.436
C (2.98, 2.90, 4.77)  -0.357
C (0.63, -1.91, 1.29)  -0.317
C (3.33, 5.59, 4.05)  -0.459
C (-1.64, -2.29, 0.13)  -1.202
C (3.25, 3.25, 3.43)  0.023
H (-1.05, 3.28, 1.93)  0.363
H (2.86, 1.84, 5.01)  0.366
H (1.23, -2.38, 2.08)  0.513
H (3.78, 4.82, 2.05)  0.417
H (0.25, 2.47, 2.92)  0.324
H (-4.31, 0.91, -2.96)  0.446
H (2.13, -1.18, -1.52)  0.854
H (-0.10, 0.10, -2.24)  0.226
H (-2.86, -2.01, -3.65)  0.654
H (-5.04, -1.03, -0.70)  0.464
H (3.49, 6.64, 3.77)  0.373
H (1.51, -4.48, -3.44)  0.470
H (2.09, -1.22, -4.12)  0.432
H (2.57, -3.75, -2.21)  0.437
H (-1.34, -2.11, 2.27)  0.301
H (1.04, 0.72, -1.07)  -0.115
H (1.12, -2.47, -4.95)  0.428
H (0.37, -0.91, -4.52)  0.422
H (-0.49, 0.41, 0.78)  0.219
H (-4.31, -2.55, -1.27)  0.395
H (-1.37, -3.63, -3.08)  0.690
H (-3.55, 1.72, -1.58)  0.434
H (-1.32, 1.12, -0.54)  0.684
H (1.98, -3.00, 0.00)  0.430
H (-2.75, -0.54, 0.59)  0.830
H (-5.06, -1.43, -2.42)  0.490
H (-1.53, -0.85, -3.71)  0.477
H (-0.75, -3.60, 1.49)  0.386
H (0.61, -0.83, 1.51)  -0.003
H (-1.31, -2.91, -1.44)  -0.336
H (2.82, 6.04, 6.09)  0.392
H (2.63, 3.65, 6.77)  0.358
H (-2.61, 1.41, -3.07)  0.450
H (1.08, -4.59, -1.70)  0.471
H (0.33, 4.25, 2.65)  0.386
H (-2.46, -3.02, 0.04)  0.376